Here is a 2-piece molecular cluster, C14H21F3NO7 overall in a non-equilibrium geometry from the Open Molecules 2025 dataset. Energies are from ωB97M-V/def2-TZVPD.

```
46
Properties=species:S:1:pos:R:3
N 1.513 -0.755 -0.011
C 0.211 -0.019 -0.247
C 0.219 1.560 0.196
C -1.323 2.197 0.322
C -2.290 1.520 -0.816
C -3.769 2.259 -0.971
C -4.841 1.010 -1.270
C -5.846 0.438 -0.329
C -6.205 0.890 1.209
O -6.450 -0.320 2.047
O -5.321 -0.668 2.638
C -6.467 -0.750 -1.293
O -7.152 -1.785 -0.755
O -6.107 -0.481 -2.706
C -4.817 0.236 -2.740
O -3.830 0.267 -3.640
H 1.784 -1.130 -0.970
H 1.226 -1.639 0.507
H -0.106 -0.120 -1.386
H -0.655 -0.538 0.387
H 0.718 2.176 -0.696
H 0.804 1.666 1.207
H -1.331 3.370 0.338
H -1.751 1.855 1.378
H -2.538 0.414 -0.442
H -1.785 1.547 -1.872
H -4.083 2.825 0.027
H -3.783 3.079 -1.816
H -7.197 1.518 1.172
H -5.370 1.590 1.637
H -5.007 -1.556 2.259
C 7.799 -1.752 0.138
C 6.854 -2.519 1.044
O 5.883 -1.693 1.677
C 4.698 -1.293 0.933
O 4.097 -2.354 0.401
C 4.960 -0.129 -0.102
F 5.854 0.773 0.399
F 3.826 0.586 -0.351
F 5.443 -0.522 -1.304
H 8.076 -0.788 0.574
H 8.707 -2.335 -0.047
H 7.343 -1.562 -0.835
H 7.455 -2.935 1.860
H 6.411 -3.378 0.530
H 4.143 -0.758 1.718
```

Values from the calculation:
- frontier orbital gap (hartree) = 0.133
- total energy (Ha) = -1426.74928
- charge = -1

Mulliken charges, unit e, in atom order:
1. N -0.354
2. C -0.337
3. C -0.435
4. C -0.623
5. C -0.428
6. C -0.453
7. C 0.154
8. C 0.118
9. C -0.266
10. O -0.147
11. O -0.392
12. C 0.347
13. O -0.510
14. O -0.257
15. C 0.429
16. O -0.504
17. H 0.229
18. H 0.224
19. H 0.128
20. H 0.087
21. H 0.209
22. H 0.253
23. H 0.308
24. H 0.218
25. H 0.289
26. H 0.288
27. H 0.263
28. H 0.328
29. H 0.213
30. H 0.283
31. H 0.338
32. C -0.988
33. C -0.241
34. O -0.364
35. C 0.213
36. O -0.915
37. C 0.567
38. F -0.315
39. F -0.216
40. F -0.293
41. H 0.222
42. H 0.409
43. H 0.190
44. H 0.293
45. H 0.252
46. H 0.186

=====

Here is C22H34N2O3P2ReS2 as an isolated structure in a non-equilibrium geometry from the Open Molecules 2025 dataset. Energies are from ωB97M-V/def2-TZVPD.

```
66
Properties=species:S:1:pos:R:3
Re -0.250 -0.022 -0.723
P 2.033 -0.251 -1.867
P -2.338 1.072 -0.238
N -0.895 -0.364 -2.334
H 0.982 -1.088 -0.301
C 2.751 -1.937 -1.932
H 3.730 -1.924 -2.429
H 2.062 -2.588 -2.484
H 2.864 -2.334 -0.918
C 3.434 0.773 -1.305
H 4.237 0.736 -2.056
H 3.822 0.411 -0.347
H 3.099 1.810 -1.184
C 2.033 0.158 -3.657
H 3.041 0.030 -4.071
H 1.717 1.196 -3.809
H 1.339 -0.494 -4.200
C -3.655 0.166 0.671
H -4.622 0.548 0.312
H -3.543 0.338 1.753
H -3.590 -0.917 0.479
C -2.115 2.571 0.749
H -3.103 2.992 0.984
H -1.501 3.296 0.200
H -1.607 2.280 1.680
C -3.373 1.656 -1.647
H -4.381 1.880 -1.272
H -3.454 0.879 -2.417
H -2.951 2.561 -2.103
C -1.261 -0.102 -3.624
C -2.071 -0.812 -5.800
C -1.700 -1.132 -4.504
C -1.207 1.238 -4.102
C -1.594 1.541 -5.399
C -2.021 0.517 -6.255
H -2.402 -1.601 -6.472
H -1.734 -2.144 -4.105
H -0.866 2.017 -3.412
H -1.555 2.576 -5.741
H -2.311 0.758 -7.279
C 1.957 0.407 1.826
O 1.067 0.786 1.024
C 2.603 -0.932 1.828
H 2.629 -1.317 2.856
H 3.646 -0.845 1.487
H 2.056 -1.660 1.219
C 2.431 1.323 2.907
H 2.491 0.754 3.848
H 1.765 2.178 3.035
H 3.455 1.653 2.672
O -2.583 0.814 4.752
S -1.309 0.775 4.079
O -0.494 1.970 4.075
N -1.459 0.163 2.515
C -0.942 -1.019 2.360
S -0.899 -1.665 0.670
C -0.284 -1.552 3.549
C 0.512 -2.688 3.719
C 1.166 -2.876 4.940
C 1.072 -1.926 5.972
C 0.316 -0.763 5.784
C -0.371 -0.613 4.584
H 0.576 -3.398 2.889
H 1.746 -3.785 5.103
H 1.576 -2.092 6.928
H 0.234 0.017 6.535
```

Values from the calculation:
- frontier orbital gap (spin up / spin down) (hartree) = 0.170 / 0.227
- total energy (Ha) = -2751.18062
- 2S+1 = 4
- charge = 0

Mulliken charges, unit e, in atom order:
1. Re 0.271
2. P 1.147
3. P 1.304
4. N 0.080
5. H -0.221
6. C -1.304
7. H 0.423
8. H 0.331
9. H 0.342
10. C -1.321
11. H 0.479
12. H 0.286
13. H 0.312
14. C -1.280
15. H 0.541
16. H 0.341
17. H 0.347
18. C -1.380
19. H 0.495
20. H 0.305
21. H 0.296
22. C -1.070
23. H 0.370
24. H 0.373
25. H 0.116
26. C -1.339
27. H 0.552
28. H 0.312
29. H 0.340
30. C -0.432
31. C -0.592
32. C -0.353
33. C 0.666
34. C -0.963
35. C -0.448
36. H 0.370
37. H 0.436
38. H 0.628
39. H 0.376
40. H 0.358
41. C 1.191
42. O -0.551
43. C -1.197
44. H 0.346
45. H 0.412
46. H 0.115
47. C -1.542
48. H 0.343
49. H 0.275
50. H 0.463
51. O -0.719
52. S 1.106
53. O -0.633
54. N -0.211
55. C -0.351
56. S -0.499
57. C 0.672
58. C -0.710
59. C -0.443
60. C -0.616
61. C -0.667
62. C 0.045
63. H 0.451
64. H 0.385
65. H 0.387
66. H 0.450

=====

Here is the molecule C4H7NO2S in a non-equilibrium geometry from the Open Molecules 2025 dataset. Energies are from ωB97M-V/def2-TZVPD.

```
15
Properties=species:S:1:pos:R:3
C 1.385 -0.231 1.167
C 0.986 -0.847 -0.173
C -0.689 0.656 -1.186
C -1.737 0.189 -0.185
H 1.838 -1.013 1.769
H 0.516 0.151 1.724
H 2.123 0.562 1.022
H 0.200 -1.593 -0.057
H 1.886 -1.335 -0.589
H 1.180 0.619 -1.804
H -2.816 0.708 1.236
N 0.521 0.101 -1.191
O -2.160 1.135 0.657
O -2.119 -0.962 -0.107
S -1.114 1.860 -2.283
```

Values from the calculation:
- frontier orbital gap (hartree) = 0.322
- total energy (Ha) = -760.04689
- ΔE to the lowest compared entry with this formula, charge and spin (kcal/mol) = 18.6
- charge = 0

Mulliken charges, unit e, in atom order:
1. C -0.934
2. C -0.539
3. C 0.290
4. C 0.408
5. H 0.335
6. H 0.278
7. H 0.296
8. H 0.317
9. H 0.378
10. H 0.265
11. H 0.366
12. N -0.164
13. O -0.424
14. O -0.537
15. S -0.332

=====

Here is a 10-piece molecular cluster, C38H81F6N7O18S6 overall in a non-equilibrium geometry from the Open Molecules 2025 dataset. Energies are from ωB97M-V/def2-TZVPD.

```
156
Properties=species:S:1:pos:R:3
C -9.332 -2.183 5.740
C -9.499 -3.464 4.903
C -8.605 -3.461 3.556
N -8.517 -4.723 2.673
C -7.801 -4.430 1.316
C -7.953 -6.064 3.398
C -9.170 -6.784 3.983
C -10.219 -6.634 2.863
C -9.966 -5.232 2.371
H -9.509 -1.318 5.100
H -8.449 -2.076 6.370
H -10.130 -2.179 6.481
H -10.548 -3.710 4.742
H -9.247 -4.363 5.466
H -7.579 -3.283 3.879
H -8.989 -2.600 3.010
H -7.965 -5.351 0.756
H -6.740 -4.200 1.410
H -8.306 -3.673 0.717
H -7.441 -6.786 2.762
H -7.275 -5.558 4.085
H -9.072 -7.854 4.165
H -9.694 -6.362 4.841
H -10.167 -7.448 2.141
H -11.278 -6.571 3.115
H -10.151 -5.198 1.297
H -10.739 -4.596 2.804
C 4.901 -5.275 2.002
C 5.589 -4.525 3.148
C 4.479 -4.435 4.232
N 4.986 -3.727 5.561
C 6.157 -4.496 6.251
C 3.829 -3.617 6.632
C 3.544 -2.159 6.862
C 4.743 -1.390 6.272
C 5.347 -2.240 5.132
H 5.465 -5.439 1.084
H 4.012 -4.849 1.536
H 4.706 -6.316 2.257
H 5.839 -3.537 2.761
H 6.444 -5.114 3.477
H 4.067 -5.424 4.431
H 3.747 -3.735 3.828
H 5.972 -5.543 6.491
H 6.304 -3.921 7.165
H 6.950 -4.272 5.538
H 4.167 -4.026 7.584
H 2.935 -4.201 6.416
H 3.362 -2.077 7.933
H 2.685 -1.841 6.271
H 5.475 -1.313 7.076
H 4.465 -0.419 5.861
H 6.417 -2.094 4.981
H 4.903 -1.983 4.170
C 6.362 7.080 -4.398
C 5.856 7.310 -5.811
C 5.152 6.042 -6.198
N 4.624 6.050 -7.679
C 3.745 4.781 -7.829
C 5.670 6.019 -8.815
C 5.356 7.152 -9.791
C 4.492 8.047 -8.864
C 3.644 7.230 -7.995
H 5.499 6.885 -3.760
H 7.004 7.868 -4.006
H 7.021 6.237 -4.191
H 6.571 7.711 -6.529
H 5.097 8.087 -5.727
H 4.288 5.874 -5.556
H 5.790 5.164 -6.104
H 3.437 4.809 -8.874
H 2.967 4.999 -7.098
H 4.321 3.889 -7.583
H 5.652 5.020 -9.251
H 6.633 6.121 -8.314
H 4.969 6.688 -10.698
H 6.245 7.656 -10.172
H 3.821 8.656 -9.470
H 5.157 8.811 -8.463
H 2.763 6.855 -8.516
H 3.289 7.726 -7.091
C 1.872 -0.682 -2.758
C 1.367 -0.414 -1.333
C 0.885 0.995 -0.832
N -0.101 0.791 0.438
C 0.627 0.322 1.679
C -0.605 2.207 0.818
C -2.009 1.927 1.496
C -2.559 0.918 0.575
C -1.391 -0.033 0.103
H 1.121 -0.278 -3.436
H 1.915 -1.756 -2.941
H 2.838 -0.245 -3.015
H 2.208 -0.696 -0.700
H 0.589 -1.128 -1.063
H 0.386 1.519 -1.647
H 1.810 1.486 -0.530
H 1.491 0.953 1.883
H 1.096 -0.576 1.277
H -0.144 0.254 2.447
H 0.090 2.815 1.397
H -0.713 2.661 -0.167
H -1.903 1.634 2.541
H -2.652 2.806 1.529
H -3.384 0.373 1.035
H -2.830 1.571 -0.255
H -1.402 -0.927 0.726
H -1.517 -0.357 -0.931
N -2.395 -3.864 -9.149
S -1.058 -3.637 -8.137
O -0.165 -2.617 -8.605
O -0.564 -4.939 -7.577
F -1.660 -2.891 -6.840
S -1.490 -4.195 -10.379
O -0.535 -5.289 -10.331
O -1.177 -2.976 -11.102
F -2.726 -4.802 -11.303
N 7.981 1.206 1.014
S 8.484 1.521 -0.594
O 9.844 1.920 -0.889
O 7.472 2.105 -1.516
F 8.439 -0.010 -1.108
S 8.450 2.588 1.509
O 7.538 3.729 1.150
O 9.885 2.819 1.701
F 7.940 2.520 3.056
N 0.246 6.493 7.329
S 0.757 5.107 7.612
O 1.036 4.714 8.984
O 1.462 4.376 6.515
F -0.760 4.530 7.502
S 1.828 7.195 7.622
O 2.773 7.077 6.517
O 2.331 7.247 9.006
F 1.286 8.696 7.467
C -9.372 1.442 -1.053
C -10.730 0.845 -1.094
O -10.870 -0.187 -0.487
O -11.722 1.273 -1.752
H -9.068 1.878 -2.005
H -8.686 0.633 -0.800
H -9.396 2.269 -0.344
C -3.164 3.795 -4.501
C -2.487 5.062 -4.943
O -3.261 5.944 -5.426
O -1.358 5.352 -4.589
H -2.417 3.135 -4.060
H -3.644 3.319 -5.356
H -3.862 4.212 -3.775
C -0.430 -7.455 3.396
C -1.020 -6.179 2.862
O -1.887 -5.590 3.553
O -0.666 -5.697 1.768
H 0.581 -7.719 3.085
H -0.991 -8.352 3.130
H -0.430 -7.434 4.485
```

Values from the calculation:
- frontier orbital gap (hartree) = 0.149
- total energy (Ha) = -6221.89764
- charge = -2

Atom charges from the Mulliken analysis, given in e for atoms 1 to 99:
1. C -1.373
2. C -0.227
3. C -0.874
4. N 0.251
5. C -1.095
6. C -0.603
7. C -0.437
8. C -0.525
9. C -0.620
10. H 0.365
11. H 0.346
12. H 0.382
13. H 0.372
14. H 0.259
15. H 0.354
16. H 0.519
17. H 0.452
18. H 0.357
19. H 0.467
20. H 0.350
21. H 0.315
22. H 0.471
23. H 0.149
24. H 0.339
25. H 0.325
26. H 0.357
27. H 0.317
28. C -1.529
29. C 0.050
30. C -1.064
31. N 0.295
32. C -1.099
33. C -0.569
34. C -0.497
35. C -0.671
36. C -0.636
37. H 0.404
38. H 0.392
39. H 0.363
40. H 0.294
41. H 0.255
42. H 0.534
43. H 0.489
44. H 0.249
45. H 0.477
46. H 0.459
47. H 0.350
48. H 0.347
49. H 0.321
50. H 0.298
51. H 0.314
52. H 0.437
53. H 0.298
54. H 0.437
55. C -1.512
56. C 0.011
57. C -0.993
58. N 0.096
59. C -1.270
60. C -0.582
61. C -0.588
62. C -0.450
63. C -0.627
64. H 0.354
65. H 0.366
66. H 0.408
67. H 0.385
68. H 0.245
69. H 0.487
70. H 0.446
71. H 0.528
72. H 0.552
73. H 0.349
74. H 0.386
75. H 0.319
76. H 0.346
77. H 0.334
78. H 0.408
79. H 0.314
80. H 0.426
81. H 0.259
82. C -1.411
83. C -0.472
84. C -0.528
85. N 0.239
86. C -1.151
87. C -0.728
88. C -0.702
89. C -0.470
90. C -0.676
91. H 0.364
92. H 0.367
93. H 0.320
94. H 0.346
95. H 0.433
96. H 0.556
97. H 0.375
98. H 0.347
99. H 0.434

=====

Here is the molecule C22H14F6N2O4S2 in a non-equilibrium geometry from the Open Molecules 2025 dataset. Energies are from ωB97M-V/def2-TZVPD.

```
50
Properties=species:S:1:pos:R:3
O -2.074 0.176 -2.241
O 0.660 0.521 1.033
F -7.388 3.725 -2.586
F -7.424 1.431 -2.711
F -6.283 2.436 -4.059
F -6.322 3.774 2.092
F -4.262 3.486 2.743
F -5.525 1.759 2.922
O 7.073 -0.392 0.605
O 2.905 -2.625 2.028
S 0.324 -4.104 -2.668
S -1.422 -3.065 -2.028
C -2.453 0.333 -1.138
C 0.577 -0.522 0.390
C 1.466 -3.060 -1.916
C -0.433 -2.206 -0.801
C -0.762 -1.115 -0.177
C 0.993 -2.276 -0.877
C 4.900 0.318 -0.235
C 5.040 -1.551 1.370
C 3.613 -0.046 -0.448
C -4.519 1.620 -1.941
C -3.988 1.618 0.546
C -5.972 2.784 -0.368
C 5.730 -0.531 0.562
C 3.638 -1.788 1.205
C -3.701 1.215 -0.816
C 2.956 -1.035 0.190
C -5.615 2.427 -1.667
C -5.157 2.362 0.664
N -1.946 -0.427 -0.089
N 1.673 -1.300 -0.124
C 7.596 0.847 0.981
C 3.573 -3.802 2.433
C -6.689 2.546 -2.767
C -5.271 2.841 2.105
H 2.423 -2.904 -2.288
H 5.534 1.039 -0.817
H 5.720 -2.011 1.992
H 2.996 0.411 -1.190
H -4.456 1.195 -2.955
H -3.317 1.472 1.402
H -6.771 3.536 -0.187
H -2.293 -0.263 0.863
H 6.896 1.354 1.701
H 8.413 0.682 1.599
H 8.003 1.442 0.131
H 2.891 -4.458 2.919
H 4.040 -4.371 1.514
H 4.411 -3.495 3.107
```

Values from the calculation:
- frontier orbital gap (hartree) = 0.273
- total energy (Ha) = -2652.71233
- charge = 0

Mulliken charges, unit e, in atom order:
1. O -0.539
2. O -0.677
3. F -0.258
4. F -0.230
5. F -0.269
6. F -0.290
7. F -0.245
8. F -0.244
9. O -0.437
10. O -0.390
11. S -0.135
12. S -0.094
13. C 0.455
14. C 0.068
15. C -0.469
16. C 0.373
17. C -0.299
18. C 0.222
19. C -0.745
20. C -0.996
21. C 0.061
22. C -1.123
23. C -0.864
24. C -0.868
25. C 0.431
26. C 1.008
27. C 0.770
28. C -0.548
29. C 0.422
30. C 0.162
31. N -0.022
32. N 0.647
33. C -0.819
34. C -0.769
35. C 0.875
36. C 0.839
37. H 0.455
38. H 0.220
39. H 0.360
40. H 0.532
41. H 0.464
42. H 0.418
43. H 0.483
44. H 0.259
45. H 0.352
46. H 0.325
47. H 0.282
48. H 0.267
49. H 0.300
50. H 0.280